# 1
C40H36N6O3PdS3 as an isolated structure, computed with wB97M-V/def2-TZVPD.

Summary:
**E**: -93126.5619 eV
**Kohn-Sham gap**: 5.693 eV
**Lowest unoccupied orbital energy**: 4.22 eV

Geometry as ORCA input:
```
! wB97M-V def2-TZVPD RIJCOSX def2/J DEFGRID3
* xyz -2 1
Pd -2.0824 -0.3619 1.9307
N -4.2709 1.8127 2.5100
C -5.0563 0.9573 1.6165
C -5.0877 -0.4849 2.1141
O -6.1814 -0.9429 2.5009
N -3.9338 -1.1477 2.0717
C -3.8315 -2.3767 2.8400
C -2.7823 -2.2280 3.9450
O -2.7891 -2.9874 4.9105
O -1.9130 -1.2870 3.7547
H -4.6943 1.8531 3.4284
H -4.1951 2.7527 2.1464
H -4.5842 0.9857 0.6354
H -6.1022 1.2681 1.5326
H -3.4958 -3.1997 2.1979
H -4.7892 -2.6537 3.2764
N -2.2891 0.4014 0.0426
S -1.4377 0.0926 -1.1201
N -0.0776 0.8265 -1.4492
S 1.4664 0.3647 -1.2195
N 1.7656 -0.2658 0.2591
S 1.1939 0.3305 1.6112
N -0.1970 0.3546 2.0094
C 2.2042 -0.6884 2.7055
C 3.4952 -1.1030 2.4035
C 4.1853 -1.8831 3.3206
C 3.5727 -2.2596 4.5122
C 2.2676 -1.8711 4.7820
C 1.5730 -1.0784 3.8753
C 1.8349 1.9922 1.9603
C 3.1205 2.2521 2.4011
C 3.4870 3.5570 2.7119
C 2.5680 4.5866 2.5887
C 1.2696 4.3083 2.1739
C 0.8941 3.0096 1.8762
C 2.1092 2.2664 -0.9326
C 3.5001 2.3354 -0.7686
C 4.2376 3.4227 -1.2056
C 3.6059 4.4816 -1.8596
C 2.2308 4.4321 -2.0361
C 1.4944 3.3442 -1.5686
C 1.4677 -1.4686 -2.0505
C 1.4813 -1.3829 -3.4466
C 1.9636 -2.4092 -4.2410
C 2.5151 -3.5454 -3.6473
C 2.5526 -3.6291 -2.2639
C 2.0230 -2.6072 -1.4757
C -2.3559 0.5903 -2.5893
C -1.7207 0.9804 -3.7583
C -2.4819 1.3825 -4.8484
C -3.8683 1.4016 -4.7591
C -4.4942 1.0186 -3.5791
C -3.7372 0.6114 -2.4892
C -1.2488 -1.6900 -1.3978
C -1.0122 -2.4788 -0.2823
C -0.9135 -3.8534 -0.4250
C -1.0611 -4.4419 -1.6725
C -1.3198 -3.6493 -2.7820
C -1.4156 -2.2720 -2.6484
H 3.9268 -0.8369 1.4468
H 5.1946 -2.2111 3.1012
H 4.1097 -2.8798 5.2212
H 1.7766 -2.1977 5.6902
H 0.5342 -0.7969 4.0308
H 3.8438 1.4520 2.4857
H 4.4967 3.7657 3.0456
H 2.8625 5.6055 2.8117
H 0.5448 5.1092 2.0900
H -0.1137 2.7516 1.5722
H 4.0128 1.4970 -0.2980
H 5.3116 3.4512 -1.0453
H 4.1808 5.3235 -2.2288
H 1.7232 5.2547 -2.5320
H 0.4156 3.3282 -1.6958
H 1.1292 -0.4630 -3.9167
H 1.9357 -2.3215 -5.3227
H 2.9228 -4.3425 -4.2587
H 2.9881 -4.5040 -1.7908
H 2.0278 -2.7006 -0.3947
H -0.6380 0.9863 -3.7898
H -1.9908 1.6885 -5.7644
H -4.4619 1.7192 -5.6087
H -5.5746 1.0413 -3.5044
H -4.1854 0.3128 -1.5502
H -0.9124 -2.0169 0.6924
H -0.7178 -4.4646 0.4475
H -0.9677 -5.5158 -1.7824
H -1.4312 -4.1004 -3.7608
H -1.6036 -1.6608 -3.5198
*
```


# 2
A 2-piece molecular cluster, BH3O overall, computed with wB97M-V/def2-TZVPD.

Summary:
**E**: -2768.8649 eV
**Kohn-Sham gap**: 9.339 eV
**Relative energy (zero: lowest compared OMol25 entry of this formula, charge and spin)**: 87.9 kcal/mol
**Lowest unoccupied orbital energy**: -0.78 eV

Geometry as ORCA input:
```
! wB97M-V def2-TZVPD RIJCOSX def2/J DEFGRID3
* xyz 0 1
B -0.6987 0.2227 -0.0106
O 1.3981 0.0848 0.3372
H -1.1000 -0.7673 -0.2391
H -0.9590 1.2502 0.0743
H 1.3597 -0.7903 -0.1619
*
```


# 3
C7H15N in the gas phase, computed with wB97M-V/def2-TZVPD.

Summary:
**E**: -8989.9385 eV
**Kohn-Sham gap**: 9.503 eV
**Relative energy (zero: lowest compared OMol25 entry of this formula, charge and spin)**: 58.8 kcal/mol
**SMILES string**: C=CC[C@@H](C)NCC
**Lowest unoccupied orbital energy**: 1.12 eV

Geometry as ORCA input:
```
! wB97M-V def2-TZVPD RIJCOSX def2/J DEFGRID3
* xyz 0 1
C 0.3262 0.6627 3.3264
C 0.9082 0.2322 2.1360
C 0.5037 0.7020 0.7523
C -0.5522 -0.1753 -0.0624
C -1.8702 -0.1202 0.6021
N -0.7253 0.2731 -1.4392
C -0.0406 -0.5912 -2.4780
C 1.5210 -0.7908 -2.3145
H -0.5144 1.3838 3.2274
H 0.5662 0.0942 4.3269
H 1.7407 -0.4433 2.1360
H 1.3877 0.6090 0.1546
H 0.1587 1.7315 0.7509
H -0.0921 -1.2986 -0.2605
H -2.2920 0.9045 0.8034
H -2.5869 -0.6917 -0.1169
H -2.1688 -0.6594 1.5625
H -0.8404 1.1899 -1.5916
H -0.1579 -0.0721 -3.4743
H -0.5165 -1.5712 -2.4864
H 1.8916 -1.4780 -3.1123
H 1.9903 0.1472 -2.3064
H 1.7345 -1.2735 -1.3103
*
```


# 4
C48H34F6N3O12P2RbS2 as an isolated structure, computed with wB97M-V/def2-TZVPD.

Summary:
**E**: -136576.6087 eV
**Kohn-Sham gap**: 6.100 eV
**Relative energy (zero: lowest compared OMol25 entry of this formula, charge and spin)**: 4.8 kcal/mol
**Lowest unoccupied orbital energy**: 3.34 eV

Geometry as ORCA input:
```
! wB97M-V def2-TZVPD RIJCOSX def2/J DEFGRID3
* xyz -2 1
Rb -2.2346 -0.0032 -0.7577
C 6.4939 0.4471 0.3417
C 5.5217 -0.7297 0.1321
C 6.3137 -2.0507 0.1128
C 4.5218 -0.7639 1.2744
C 4.9893 -0.9460 2.5727
C 4.1295 -0.9924 3.6489
C 2.7676 -0.8769 3.4256
C 2.2477 -0.7079 2.1482
P 0.4179 -0.6363 1.8790
C 0.0788 -2.4380 2.0451
C 0.2415 -3.1892 3.2108
C -0.0184 -4.5500 3.2175
C -0.4357 -5.1874 2.0552
C -0.5933 -4.4569 0.8898
C -0.3412 -3.0901 0.8891
C -0.0967 0.1005 3.4553
C -1.0516 -0.4634 4.2965
C -1.4837 0.2278 5.4224
C -0.9788 1.4853 5.7138
C -0.0376 2.0587 4.8685
C 0.3960 1.3740 3.7450
C 3.1492 -0.6249 1.0719
O 2.6145 -0.3980 -0.1728
C 3.4264 -0.3631 -1.2699
C 2.8008 -0.1205 -2.5074
C 3.5878 -0.1234 -3.6549
C 4.9567 -0.3364 -3.5973
C 5.5512 -0.5338 -2.3690
C 4.8060 -0.5470 -1.1939
P 0.9920 0.1901 -2.6163
C 0.9387 2.0045 -2.3746
C -0.2097 2.5909 -1.8536
C -0.2702 3.9652 -1.6417
C 0.8092 4.7695 -1.9633
C 1.9606 4.1970 -2.4917
C 2.0253 2.8277 -2.6908
C 0.6867 0.0235 -4.4053
C 0.6821 -1.2678 -4.9390
C 0.3421 -1.4864 -6.2624
C -0.0182 -0.4171 -7.0727
C -0.0300 0.8651 -6.5509
C 0.3227 1.0881 -5.2245
H 7.0281 0.3438 1.2883
H 5.9464 1.3909 0.3576
H 7.2316 0.4899 -0.4629
H 6.8466 -2.1973 1.0540
H 7.0502 -2.0559 -0.6932
H 5.6372 -2.8945 -0.0326
H 6.0559 -1.0446 2.7387
H 4.5106 -1.1222 4.6552
H 2.0831 -0.9044 4.2640
H 0.5560 -2.6995 4.1240
H 0.0938 -5.1154 4.1357
H -0.6491 -6.2501 2.0665
H -0.9316 -4.9378 -0.0207
H -0.4730 -2.5240 -0.0266
H -1.5097 -1.4132 4.0539
H -2.2442 -0.2172 6.0536
H -1.3376 2.0284 6.5805
H 0.3363 3.0568 5.0646
H 1.0911 1.8506 3.0627
H 3.1219 0.0533 -4.6131
H 5.5472 -0.3314 -4.5056
H 6.6234 -0.6800 -2.3103
H -1.0931 2.0599 -1.5339
H -1.1723 4.3595 -1.1888
H 0.7667 5.8382 -1.7883
H 2.8140 4.8196 -2.7360
H 2.9320 2.3883 -3.0880
H 0.9211 -2.1115 -4.2996
H 0.3201 -2.4971 -6.6521
H -0.3138 -0.5910 -8.1007
H -0.3311 1.7024 -7.1695
H 0.2947 2.0930 -4.8234
F -4.6053 -3.3420 -2.6719
C -3.3543 -2.9826 -2.9495
F -2.6797 -2.8529 -1.8010
F -2.7873 -3.9878 -3.6297
S -3.2921 -1.4063 -3.9952
O -2.3128 -0.6070 -3.3190
O -3.0098 -1.8998 -5.3073
N -4.7496 -0.7992 -3.9933
S -5.3606 -0.1110 -2.7001
O -4.6775 -0.5188 -1.5100
O -6.7851 -0.1424 -2.7721
C -4.9439 1.6865 -2.8652
F -5.4132 2.1722 -4.0215
F -3.6269 1.8599 -2.8498
F -5.4938 2.3684 -1.8783
O -1.2468 1.9838 1.0990
C -2.4765 2.2116 1.0359
O -3.0919 2.6506 0.0371
C -3.3211 1.8084 2.2410
C -3.8889 2.7908 2.9867
C -4.7145 2.4865 4.0961
C -5.0025 1.1756 4.4061
C -4.4178 0.1657 3.6620
C -3.5088 0.3854 2.5426
O -2.9669 -0.5117 1.8760
N -4.7066 -1.1698 4.1101
O -3.8896 -2.0577 3.9338
O -5.7798 -1.3759 4.6825
N -5.2534 3.5283 4.8977
O -4.9902 4.6941 4.6135
O -6.0083 3.2433 5.8281
H -3.7203 3.8256 2.7223
H -5.6479 0.9262 5.2321
*
```


# 5
CH3NO2S in the gas phase, computed with wB97M-V/def2-TZVPD.

Summary:
**E**: -17503.8698 eV
**Kohn-Sham gap**: 9.059 eV
**Relative energy (zero: lowest compared OMol25 entry of this formula, charge and spin)**: 36.9 kcal/mol
**SMILES string**: NSOC=O
**Lowest unoccupied orbital energy**: -0.51 eV

Geometry as ORCA input:
```
! wB97M-V def2-TZVPD RIJCOSX def2/J DEFGRID3
* xyz 0 1
N -0.9931 0.9902 -0.4377
S 0.1573 1.6199 0.4436
O 1.8258 0.9466 -0.2905
C 2.8554 0.1965 -0.4441
O 3.5295 -0.4608 0.2978
H -1.4292 0.0947 -0.0966
H -1.1098 1.3146 -1.4095
H 3.2151 0.2447 -1.5990
*
```


# 6
A 7-piece molecular cluster, C38H88F4N5O5S overall, computed with wB97M-V/def2-TZVPD.

Summary:
**E**: -80202.2335 eV
**Kohn-Sham gap**: 9.942 eV
**Lowest unoccupied orbital energy**: -5.17 eV

Geometry as ORCA input:
```
! wB97M-V def2-TZVPD RIJCOSX def2/J DEFGRID3
* xyz 3 1
F 2.9664 0.9988 -0.8868
C 2.7114 -0.9023 -5.9981
C 3.4555 0.3771 -6.0528
C 3.6137 0.9706 -4.7038
N 3.9495 2.4718 -4.7534
C 2.6770 3.2638 -4.8695
C 2.9312 4.7689 -4.7115
C 3.3542 5.0101 -3.2761
C 4.6334 4.2403 -3.0094
C 4.5782 2.7606 -3.4289
C 4.9219 2.7663 -5.8829
H 2.9562 -1.4005 -5.0743
H 2.8911 -1.5942 -6.9285
H 1.6047 -0.5908 -5.9617
H 2.9056 1.0884 -6.6975
H 4.4575 0.2765 -6.5214
H 4.4847 0.4490 -4.2448
H 2.6860 0.8168 -4.1296
H 2.0126 2.8823 -4.1195
H 2.3360 3.1363 -5.8854
H 1.8813 5.1716 -4.7765
H 3.5966 5.1557 -5.4056
H 2.5332 4.8650 -2.5915
H 3.6007 6.0399 -3.1575
H 5.0059 4.2578 -1.9824
H 5.4986 4.6028 -3.6161
H 3.9202 2.2127 -2.7450
H 5.5604 2.3391 -3.4943
H 5.3863 3.7166 -5.6477
H 4.5368 2.6318 -6.8972
H 5.6619 1.9702 -5.8068
C -3.4401 2.5902 -1.6540
N -2.0552 2.6692 -2.3140
C -1.7634 1.5165 -3.2083
C -1.9715 3.9716 -3.1019
C -1.0331 2.6695 -1.2369
C 0.4355 2.8582 -1.6671
O 1.1039 1.7274 -2.3191
H -4.0894 2.6824 -2.4905
H -3.5434 3.3816 -0.8958
H -3.5711 1.6427 -1.1705
H -0.7333 1.6795 -3.6095
H -2.5635 1.4288 -3.9347
H -1.7632 0.6021 -2.6380
H -1.8618 4.8204 -2.4788
H -2.8503 4.0037 -3.7141
H -1.1154 3.7890 -3.7309
H -1.1018 1.7752 -0.6072
H -1.3259 3.4545 -0.5363
H 0.9629 3.0872 -0.6777
H 0.5860 3.7316 -2.3136
H 1.8474 1.4150 -1.7447
C 0.2479 -2.7660 2.9371
N 1.0529 -2.8321 1.6263
C 2.5166 -3.1137 1.9188
C 0.4205 -3.9737 0.8642
C 0.9111 -1.5217 0.7727
C 1.4483 -0.2398 1.3467
O 2.8855 -0.1794 1.3566
H 0.4988 -1.7725 3.3916
H 0.6347 -3.6464 3.5198
H -0.8258 -2.7064 2.5928
H 3.0185 -2.8696 1.0214
H 2.5769 -4.1700 2.0997
H 2.7620 -2.5753 2.8300
H 0.4257 -4.8093 1.5448
H 1.0852 -4.2295 0.0410
H -0.6257 -3.7029 0.6034
H -0.1635 -1.5487 0.6199
H 1.4677 -1.8402 -0.1322
H 1.0631 -0.1208 2.3722
H 1.0036 0.5401 0.7116
H 3.0020 0.1797 0.4338
C 6.0231 -1.3352 0.0078
C 7.3504 -0.7147 0.4008
C 7.0910 0.7168 0.9149
C 6.1781 0.4713 2.1083
N 5.7966 1.7345 2.8755
C 4.5439 1.6463 3.7188
C 4.0477 3.0660 3.9088
C 4.5166 3.8118 2.7139
C 5.3386 2.8103 1.8201
C 6.9464 2.2040 3.7052
H 5.2648 -0.7386 -0.4605
H 5.6577 -1.8584 0.9347
H 6.4153 -2.1266 -0.6269
H 8.1421 -0.6356 -0.3456
H 7.7921 -1.3200 1.2555
H 6.6020 1.2985 0.1519
H 8.0524 1.1802 1.1264
H 6.6835 -0.2549 2.8069
H 5.1676 0.1546 1.7509
H 4.6249 1.1670 4.6843
H 3.9635 1.0374 3.1163
H 4.4296 3.6033 4.7805
H 2.9601 3.0052 3.9350
H 5.1640 4.6687 2.9654
H 3.7926 4.3516 2.2008
H 6.2359 3.2556 1.3121
H 4.7800 2.1201 1.1527
H 7.2563 1.4022 4.3455
H 6.5380 3.0836 4.2237
H 7.6815 2.5055 2.9674
C -10.6839 -4.9204 5.4051
C -11.1272 -3.9501 4.2761
C -10.0487 -3.0311 3.7829
C -9.0318 -3.7585 2.8256
N -7.9273 -2.8770 2.2608
C -7.1627 -3.6202 1.2350
C -6.3207 -4.6947 1.9960
C -6.1644 -4.0667 3.4257
C -6.8331 -2.6877 3.2965
C -8.4952 -1.6434 1.6432
H -9.8210 -5.5483 5.0590
H -11.4106 -5.7427 5.5200
H -10.3659 -4.4539 6.3491
H -11.9536 -3.3915 4.7365
H -11.6735 -4.4809 3.4808
H -9.5156 -2.6128 4.5767
H -10.5110 -2.2499 3.1325
H -9.5905 -4.1499 1.9394
H -8.5642 -4.6978 3.2635
H -6.4486 -2.9030 0.8048
H -7.8512 -3.9462 0.4645
H -5.4246 -4.9150 1.4808
H -6.8567 -5.6755 2.0213
H -5.1504 -3.9211 3.8312
H -6.5131 -4.6952 4.2321
H -6.2454 -1.8463 2.9197
H -7.3895 -2.3512 4.1615
H -7.8543 -1.0397 1.0821
H -8.9961 -0.9233 2.3408
H -9.3074 -1.9103 1.0035
C -3.5447 -2.5933 -0.6675
F -3.8935 -3.7504 -0.1976
F -2.2552 -2.6690 -1.0087
F -4.3106 -2.3755 -1.7379
S -3.6568 -1.3277 0.6538
O -2.9394 -1.9183 1.7606
O -2.9696 -0.1175 0.1448
O -5.0966 -1.2055 0.8825
*
```


# 7
A 7-piece molecular cluster, C42H45BrClNO6S overall, computed with wB97M-V/def2-TZVPD.

Summary:
**E**: -151455.4270 eV
**Kohn-Sham gap**: 7.867 eV
**SMILES string**: CCCC[C@@]1(Br)OS(=O)(=O)O[C@@]1(Cl)ON=O.c1ccccc1.c1ccccc1.c1ccccc1.c1ccccc1.c1ccccc1.c1ccccc1
**Lowest unoccupied orbital energy**: -1.38 eV

Geometry as ORCA input:
```
! wB97M-V def2-TZVPD RIJCOSX def2/J DEFGRID3
* xyz 0 1
C 1.0938 -0.2587 1.8094
C -0.1730 0.5540 1.4992
C -0.9991 0.8882 2.7594
C -2.5313 0.8471 2.6351
C -3.1240 -0.3598 1.8907
Br -3.3807 0.0845 0.0394
O -2.3171 -1.5379 2.0126
S -2.5651 -2.2227 3.4342
O -1.6573 -1.7331 4.4036
O -2.7327 -3.6121 3.2416
O -3.9741 -1.5008 3.7256
C -4.4510 -0.8447 2.5435
Cl -5.2735 -2.1174 1.5525
O -5.2813 0.1765 2.8154
N -6.6105 -0.3298 3.4933
O -7.3948 0.4656 3.3621
H 1.3831 -0.1511 2.8570
H 0.9480 -1.3256 1.6295
H 1.9440 0.0729 1.2113
H 0.1216 1.4869 1.0124
H -0.7735 0.0126 0.7697
H -0.6880 0.2606 3.5943
H -0.7702 1.9165 3.0497
H -2.9611 0.8488 3.6397
H -2.8896 1.7504 2.1447
C -0.8602 3.1717 -3.9288
C -0.0579 4.2632 -3.6260
C 0.1408 4.6323 -2.3023
C -0.4646 3.9106 -1.2827
C -1.2702 2.8211 -1.5858
C -1.4673 2.4513 -2.9090
H -1.0121 2.8802 -4.9607
H 0.4133 4.8270 -4.4215
H 0.7676 5.4830 -2.0670
H -0.3080 4.1975 -0.2500
H -1.7419 2.2535 -0.7940
H -2.0921 1.5990 -3.1467
C 0.2192 -5.2738 2.2811
C 0.6465 -4.3979 1.2952
C 1.7865 -4.6766 0.5574
C 2.5034 -5.8394 0.8050
C 2.0678 -6.7255 1.7832
C 0.9240 -6.4451 2.5211
H -0.6726 -5.0402 2.8479
H 0.0864 -3.4901 1.1030
H 2.1085 -3.9805 -0.2068
H 3.3954 -6.0605 0.2317
H 2.6239 -7.6349 1.9732
H 0.5896 -7.1330 3.2870
C 0.1079 7.9492 -7.9394
C -0.4833 6.7993 -7.4344
C 0.2542 5.6273 -7.3371
C 1.5813 5.6035 -7.7434
C 2.1710 6.7531 -8.2511
C 1.4342 7.9255 -8.3488
H -0.4653 8.8645 -8.0137
H -1.5179 6.8159 -7.1162
H -0.2072 4.7299 -6.9437
H 2.1559 4.6894 -7.6640
H 3.2050 6.7352 -8.5708
H 1.8943 8.8221 -8.7442
C -8.4363 -4.5961 5.5328
C -7.3793 -3.8054 5.1025
C -6.3262 -4.3748 4.3998
C -6.3282 -5.7359 4.1285
C -7.3835 -6.5274 4.5611
C -8.4375 -5.9577 5.2626
H -9.2587 -4.1521 6.0794
H -7.3747 -2.7437 5.3167
H -5.5023 -3.7605 4.0625
H -5.5060 -6.1767 3.5793
H -7.3846 -7.5896 4.3519
H -9.2602 -6.5755 5.5996
C 3.7920 -1.6839 -1.1361
C 4.1238 -0.7501 -2.1070
C 5.3104 -0.8777 -2.8163
C 6.1611 -1.9446 -2.5587
C 5.8283 -2.8814 -1.5886
C 4.6449 -2.7482 -0.8758
H 2.8689 -1.5814 -0.5779
H 3.4607 0.0825 -2.3067
H 5.5729 -0.1443 -3.5681
H 7.0847 -2.0457 -3.1143
H 6.4921 -3.7124 -1.3869
H 4.3837 -3.4689 -0.1111
C 5.4824 1.5029 0.2651
C 4.3710 2.3168 0.0935
C 4.3437 3.5869 0.6535
C 5.4288 4.0433 1.3894
C 6.5392 3.2286 1.5659
C 6.5656 1.9593 1.0042
H 5.5004 0.5133 -0.1719
H 3.5230 1.9594 -0.4784
H 3.4768 4.2211 0.5164
H 5.4092 5.0340 1.8255
H 7.3840 3.5836 2.1425
H 7.4311 1.3237 1.1417
*
```


> What is the Kohn-Sham gap in the first record?

5.693 eV